Record 1
Here is a structure of composition C25H23BrN4O7Ru from the OMol25 dataset. Energies are from ωB97M-V with the def2-TZVPD basis set.

CARTESIAN COORDINATES (ANGSTROEM)
Ru: 0.12025 -0.35573 0.60434
N: -1.78445 0.03716 -0.27007
C: -1.71520 1.38192 -0.87263
C: -0.51660 2.16992 -0.38112
O: -0.39805 3.35648 -0.48506
N: 0.49228 1.35010 0.18163
C: 1.74858 1.91032 0.66970
C: 2.58656 0.77823 1.29479
O: 3.67538 1.03976 1.74753
O: 2.03038 -0.40097 1.27447
H: -2.08902 -0.64784 -0.95165
H: -2.40691 0.01945 0.54561
H: -2.61106 1.97319 -0.68876
H: -1.59506 1.29422 -1.95365
H: 1.53840 2.67180 1.42285
H: 2.30487 2.38435 -0.13830
C: -1.24834 -6.12174 3.43393
C: -2.33315 -5.08479 3.26801
C: -3.37197 -5.36461 2.38924
C: -4.38744 -4.44142 2.19027
C: -4.36519 -3.25155 2.88110
C: -3.33137 -2.94703 3.77382
N: -3.47624 -1.68811 4.40687
C: -2.45252 -1.01552 5.12714
C: -2.41168 -1.12591 6.51036
C: -1.42109 -0.48943 7.24024
C: -0.45472 0.26943 6.59386
C: -0.48784 0.39079 5.21537
C: -1.49327 -0.23092 4.48104
C: -1.51601 -0.09980 2.99410
O: -2.56245 0.03075 2.37337
O: -0.30710 -0.13930 2.47456
C: -2.28835 -3.86623 3.97190
C: -1.12273 -3.59657 4.89549
H: -1.45865 -6.98898 2.81097
H: -1.16687 -6.46494 4.46676
H: -0.26913 -5.73083 3.14647
H: -3.38439 -6.31098 1.86334
H: -5.19946 -4.65646 1.50724
H: -5.16383 -2.52972 2.75191
H: -3.90023 -1.04582 3.75273
H: -3.16725 -1.72816 6.99761
H: -1.40149 -0.58713 8.31794
H: 0.32369 0.76166 7.16093
H: 0.27245 0.95866 4.69619
H: -1.44508 -3.41670 5.91976
H: -0.54364 -2.72787 4.57826
H: -0.44185 -4.44025 4.91693
Br: -1.13245 -7.91524 -0.09991
C: -0.22049 -6.38355 -0.71980
C: 0.63821 -6.51151 -1.80512
N: 1.31590 -5.49050 -2.31624
C: 1.14920 -4.29769 -1.75756
C: 0.31039 -4.08421 -0.66951
C: -0.39616 -5.15046 -0.12477
C: 0.16690 -2.73209 -0.10224
O: 0.61306 -1.71654 -0.76863
O: -0.38068 -2.48219 0.99120
H: 0.77954 -7.47841 -2.27332
H: 1.71036 -3.47278 -2.17817
H: -1.06089 -5.00499 0.71938

Output
Energy relative to the best compared isomer or geometry (same formula, charge and spin), kcal/mol: 3.37
Orbital gap, eV: 5.66
Highest occupied orbital energy, eV: -8.0

Atomic partial charges in e from the Löwdin method, atoms 1 to 2: atom 1 (Ru): 1.56, atom 2 (N): -0.03



Record 2
Here is a structure of composition C25H23ClN2O2PSn from the OMol25 dataset. Energies are from ωB97M-V with the def2-TZVPD basis set.

CARTESIAN COORDINATES (ANGSTROEM)
Sn: -0.78578 -0.36904 0.67308
Cl: -1.03395 1.79956 1.84405
C: -0.48010 -2.53210 -0.21116
O: -0.29849 -3.56104 -0.71275
P: 0.78870 0.57248 -1.10995
C: 2.34976 1.08276 -0.41897
C: 1.09508 -0.53907 -2.48844
C: -0.21485 1.95501 -1.68068
C: 0.55186 -0.21680 -3.74294
C: 0.89139 -1.01787 -4.82728
C: 1.71557 -2.13476 -4.64616
C: 2.20910 -2.47073 -3.37846
C: 1.88065 -1.68732 -2.27639
H: -0.08111 0.67258 -3.84570
H: 0.50514 -0.74699 -5.80764
H: 1.97288 -2.75206 -5.50512
H: 2.85588 -3.33691 -3.23648
H: 2.25563 -1.92329 -1.27091
C: 2.52611 1.37131 0.94941
C: 3.76884 1.84704 1.35858
C: 4.79956 2.00448 0.42396
C: 4.60874 1.68911 -0.92584
C: 3.37921 1.21695 -1.36325
H: 1.69253 1.25558 1.65304
H: 3.92148 2.10076 2.40777
H: 5.76729 2.37720 0.74744
H: 5.39543 1.80198 -1.66480
H: 3.18951 0.94929 -2.40885
C: 0.48054 3.13059 -1.99395
C: -0.23880 4.19510 -2.52987
C: -1.62589 4.09367 -2.69742
C: -2.31456 2.92969 -2.32724
C: -1.61579 1.84478 -1.80084
H: 1.56553 3.16489 -1.84317
H: 0.30851 5.09276 -2.80919
H: -2.17447 4.93466 -3.11831
H: -3.39536 2.85486 -2.46280
H: -2.14962 0.93721 -1.47486
H: 1.01311 2.67172 4.02175
H: 0.44309 3.10333 3.77563
N: -5.13605 -4.00895 4.28247
C: -4.56344 -3.46071 3.18167
O: -4.99652 -3.56960 2.03176
C: -3.31984 -2.68253 3.47640
C: -2.70712 -2.45999 4.73035
C: -1.52192 -1.71542 4.83215
C: -0.93762 -1.19988 3.66931
N: -1.54644 -1.42805 2.49003
C: -2.70570 -2.13416 2.35668
H: -5.99303 -4.55073 4.09220
H: -4.83588 -3.96162 5.22074
H: -3.16140 -2.87719 5.62060
H: -1.00727 -1.50652 5.77379
H: -0.02825 -0.58187 3.64226
H: -3.06189 -2.22420 1.32429

Output
Net charge: +3
Energy relative to the best compared isomer or geometry (same formula, charge and spin), kcal/mol: 0.00
Orbital gap (alpha / beta), eV: 4.77 / 4.76
Highest occupied orbital energy (alpha / beta), eV: -17.7 / -17.7

Atomic partial charges in e from the Löwdin method, atoms 1 to 2: atom 1 (Sn): 1.13, atom 2 (Cl): 0.11



Record 3
Here is a structure of composition C25H23MgN4O4 from the OMol25 dataset. Energies are from ωB97M-V with the def2-TZVPD basis set.

CARTESIAN COORDINATES (ANGSTROEM)
Mg: -0.15560 0.58391 0.22246
C: 10.30700 -0.00773 8.88514
O: 8.93401 -0.00104 9.21933
C: 8.04375 -0.00858 8.18768
C: 6.69550 0.01252 8.54300
C: 5.72158 0.00689 7.56826
C: 6.06231 -0.01984 6.21436
C: 7.40336 -0.04054 5.87539
C: 8.40217 -0.03587 6.84735
C: 4.98427 -0.02192 5.20715
N: 3.70576 0.02058 5.48327
C: 3.07351 0.01502 4.25427
C: 3.98819 -0.04188 3.24231
N: 5.21680 -0.06752 3.86304
C: 3.66527 -0.08443 1.83935
C: 4.57717 -0.16462 0.81657
C: 4.10650 -0.20169 -0.51980
C: 2.75348 -0.15673 -0.73131
N: 1.82629 -0.08413 0.24007
C: 2.27200 -0.03868 1.55444
C: 1.30410 0.05271 2.58591
N: -0.01676 0.11428 2.21464
C: -0.94413 0.12900 3.16544
C: -0.66756 0.10815 4.52187
C: 0.67030 0.08113 4.92270
C: 1.66163 0.05298 3.96968
H: 10.85043 0.00874 9.82550
H: 10.57573 0.87303 8.29586
H: 10.57551 -0.90904 8.32769
H: 6.43649 0.03397 9.59350
H: 4.67260 0.02496 7.83260
H: 7.71009 -0.05814 4.83621
H: 9.43763 -0.05185 6.54140
H: 6.10810 -0.11102 3.40632
H: 5.64080 -0.19688 1.02625
H: 4.78496 -0.25804 -1.35855
H: 2.36556 -0.17888 -1.74424
H: -1.96927 0.17170 2.81142
H: -1.47445 0.12361 5.24040
H: 0.94659 0.08060 5.97005
C: -2.08773 3.46974 0.04191
O: -0.73620 3.78904 0.27454
C: 0.16666 2.71309 0.10040
C: 1.54029 3.29629 0.39075
H: -2.66680 3.58064 0.96666
H: -2.20030 2.44858 -0.32654
H: -2.50030 4.15862 -0.70404
H: 1.53260 4.38980 0.31787
H: 2.30158 2.91941 -0.30201
H: 1.90915 3.05207 1.40207
C: -4.14500 -0.11619 -0.08730
C: -2.83462 -0.80097 -0.44873
O: -2.82063 -1.99301 -0.72904
O: -1.81049 -0.02051 -0.41496
H: -4.97065 -0.82241 -0.13625
H: -4.32233 0.71687 -0.76958
H: -4.07589 0.30770 0.91676

Output
Net charge: -1
Orbital gap (alpha / beta), eV: 4.10 / 4.31
Highest occupied orbital energy (alpha / beta), eV: -2.1 / -2.3

Atomic partial charges in e from the Löwdin method, atoms 1 to 2: atom 1 (Mg): 0.62, atom 2 (C): -0.09



Record 4
Here is a structure of composition C25H23N5O7STc from the OMol25 dataset. Energies are from ωB97M-V with the def2-TZVPD basis set.

CARTESIAN COORDINATES (ANGSTROEM)
Tc: -0.83950 0.77878 0.18414
C: -4.46096 -0.51558 -1.74897
O: -5.24551 -0.83231 -0.60548
C: -4.80362 -0.66578 0.66931
C: -5.70573 -1.05937 1.64289
C: -5.40089 -0.99276 2.99775
C: -4.16846 -0.52702 3.38452
C: -3.23688 -0.10689 2.42512
C: -1.97275 0.37355 2.92711
N: -0.97002 0.76031 2.22224
N: 0.16688 1.19385 2.91400
C: 1.10858 1.47142 2.06361
O: 0.96055 1.30648 0.76368
C: 2.37844 2.03321 2.55826
C: 2.73527 1.90588 3.89749
C: 3.91651 2.46888 4.35038
C: 4.74009 3.16205 3.47157
C: 4.38464 3.28594 2.13587
C: 3.20475 2.72103 1.67709
C: -3.55186 -0.15525 1.05176
O: -2.70960 0.28969 0.11710
H: -3.52578 -1.07462 -1.76334
H: -4.25086 0.55155 -1.81046
H: -5.07178 -0.81762 -2.59603
H: -6.66547 -1.42657 1.30219
H: -6.12779 -1.30717 3.73404
H: -3.89834 -0.48229 4.43248
H: -1.83769 0.41735 4.00490
H: 2.08664 1.35899 4.56816
H: 4.19573 2.37164 5.39170
H: 5.66180 3.60374 3.82877
H: 5.02598 3.82116 1.44800
H: 2.91787 2.80288 0.63743
O: -0.20353 -2.70007 -1.83755
C: -0.33893 -1.56816 -1.43402
O: -0.40204 -1.19262 -0.17843
C: -0.42889 -0.41774 -2.42236
C: -0.36750 -0.48903 -3.79582
C: -0.41724 0.70462 -4.51412
C: -0.53668 1.92587 -3.85612
C: -0.62260 1.91286 -2.48088
N: -0.56261 0.76079 -1.82531
C: -0.86721 3.09495 -1.55447
O: -0.84257 4.21856 -1.98006
O: -1.11484 2.72793 -0.31077
H: -0.28746 -1.45701 -4.27030
H: -0.37031 0.68130 -5.59506
H: -0.57457 2.87180 -4.37762
C: 2.49268 -3.97424 -0.48640
N: 2.93288 -2.60952 -0.21901
C: 3.16560 -1.56105 -1.03163
S: 3.70990 -0.10776 -0.35293
N: 2.98566 -1.63352 -2.37315
C: 2.61730 -2.74277 -3.24164
H: 2.69824 -4.55739 0.40825
H: 3.05638 -4.41732 -1.30135
H: 1.42643 -4.03086 -0.70469
H: 2.98991 -2.33704 0.74780
H: 3.27787 -0.78038 -2.81899
H: 3.44149 -3.44293 -3.39256
H: 2.35439 -2.32152 -4.21069
H: 1.74800 -3.27289 -2.86744

Output
<S²>: 3.773
Orbital gap (alpha / beta), eV: 7.01 / 6.10
Highest occupied orbital energy (alpha / beta), eV: -7.7 / -7.7
Spin multiplicity: 4

Atomic partial charges in e from the Löwdin method, atoms 1 to 2: atom 1 (Tc): 1.79, atom 2 (C): -0.06



Record 5
Here is a structure of composition C25H23N8O9RhS from the OMol25 dataset. Energies are from ωB97M-V with the def2-TZVPD basis set.

CARTESIAN COORDINATES (ANGSTROEM)
Rh: 0.62146 -0.51996 0.99066
C: -0.70954 0.28324 3.46096
N: 0.28306 -0.73696 3.09876
C: 1.51136 -0.51426 3.86826
C: -0.25044 -2.07916 3.41676
C: -0.88094 -2.67746 2.19486
C: -1.84724 -3.66706 2.26966
C: -2.29984 -4.27546 1.11126
C: -1.73754 -3.94236 -0.10864
C: -0.77184 -2.95116 -0.18574
C: -0.37764 -2.25856 0.95236
H: -0.97304 0.21304 4.52296
H: -1.61174 0.15874 2.86116
H: -0.30334 1.27594 3.27386
H: 1.30086 -0.54026 4.94216
H: 1.94296 0.44884 3.60186
H: 2.23556 -1.29136 3.62616
H: -0.94374 -2.03626 4.26686
H: 0.58686 -2.72536 3.70766
H: -2.23844 -3.97006 3.23096
H: -3.06714 -5.03166 1.16196
H: -2.05834 -4.44566 -1.00754
H: -0.31894 -2.71596 -1.13484
N: -3.97124 -3.52196 -3.61604
C: -2.97014 -2.62966 -3.33834
C: -1.68994 -2.80446 -3.88104
C: -0.67644 -1.92966 -3.55464
C: -0.91904 -0.88086 -2.67964
C: -2.17094 -0.70336 -2.11504
C: -3.19124 -1.56726 -2.45274
S: 0.43296 0.23674 -2.37464
O: -0.04554 1.54704 -2.04474
O: 1.36616 0.09054 -3.45034
N: 1.13916 -0.40866 -0.97174
C: 2.45396 -0.22596 -0.82754
N: 3.00346 -0.92366 0.19606
C: 4.26156 -0.68786 0.50056
C: 5.02926 0.23774 -0.19594
C: 4.39806 0.87174 -1.26004
N: 3.14876 0.62334 -1.57644
H: -3.83344 -4.15396 -4.38864
H: -4.91764 -3.22016 -3.45454
H: -1.51564 -3.61416 -4.57254
H: 0.31086 -2.02846 -3.97474
H: -2.35304 0.09914 -1.41714
H: -4.17864 -1.43106 -2.04014
H: 4.66386 -1.25576 1.33046
H: 6.04206 0.46274 0.09186
H: 4.89916 1.61584 -1.86394
O: -0.21044 7.34624 -0.79514
N: 0.68896 6.65004 -0.36974
O: 1.77346 7.06984 -0.01984
C: 0.44006 5.24704 -0.23424
C: -0.78344 4.72014 -0.62274
C: -1.08084 3.39684 -0.32874
C: -0.17364 2.53034 0.36366
O: -0.54004 1.39344 0.75286
C: 1.15086 3.08324 0.56586
C: 1.42716 4.42494 0.29426
N: 2.17106 2.29994 1.03486
O: 3.35406 2.70224 1.00936
O: 1.93926 1.14934 1.58456
N: -2.29204 2.83914 -0.79164
O: -2.88374 3.42554 -1.68254
O: -2.69634 1.79654 -0.28734
H: -1.50924 5.31674 -1.15054
H: 2.41596 4.80944 0.48646

Output
Energy relative to the best compared isomer or geometry (same formula, charge and spin), kcal/mol: 56.26
Orbital gap (alpha / beta), eV: 6.35 / 6.37
Highest occupied orbital energy (alpha / beta), eV: -8.3 / -8.3

Atomic partial charges in e from the Löwdin method, atoms 1 to 2: atom 1 (Rh): 1.21, atom 2 (C): -0.07



Record 6
Here is a structure of composition C25H23NNiO10 from the OMol25 dataset. Energies are from ωB97M-V with the def2-TZVPD basis set.

CARTESIAN COORDINATES (ANGSTROEM)
Ni: 12.13754 8.46733 10.20678
O: 12.32172 6.32549 6.60757
C: 12.60026 6.82132 7.70267
O: 11.83416 7.61875 8.31628
C: 13.99990 6.57905 8.24696
C: 14.70359 7.99928 8.48807
C: 16.20977 7.73605 8.71882
C: 16.24325 7.16698 10.12289
C: 14.77730 7.06173 10.51170
O: 14.18368 8.30798 9.88125
C: 14.12244 5.93395 9.66943
C: 12.81490 5.55887 10.37543
O: 12.44619 4.39453 10.51223
O: 12.20107 6.55060 10.88730
H: 14.49595 6.03791 7.42293
H: 14.47692 8.78126 7.75568
H: 16.74735 8.71115 8.64453
H: 16.73356 7.12174 7.97965
H: 16.70930 7.90399 10.78618
H: 16.77578 6.22433 10.23153
H: 14.54496 7.03668 11.54665
H: 14.74039 5.02278 9.66241
O: 11.17769 10.29414 16.81164
C: 12.18346 10.67915 16.12354
O: 13.25540 11.17956 16.62439
C: 12.17905 10.39673 14.67673
C: 13.41689 10.31776 13.99531
C: 13.41512 9.89913 12.67100
N: 12.29846 9.55083 11.98659
C: 11.10722 9.67103 12.64308
C: 11.06060 10.14258 13.94797
C: 9.92216 9.38413 11.78880
O: 8.80637 9.75768 12.19935
O: 10.25421 8.71001 10.71901
H: 14.38303 10.63354 14.44880
H: 14.39285 9.84295 12.15254
H: 10.05039 10.24743 14.32193
C: 6.40648 12.41145 6.84429
C: 7.67739 11.93778 7.56817
C: 8.65695 11.14484 6.98714
C: 9.93907 10.94472 7.51662
C: 10.95253 10.25269 6.65622
C: 10.16531 11.49185 8.79887
C: 11.40084 11.17001 9.49436
O: 12.23975 10.36519 9.06000
C: 9.19502 12.34152 9.40161
C: 9.40595 12.98682 10.74754
C: 7.98102 12.54204 8.77816
H: 6.09600 11.66508 6.10543
H: 6.54555 13.36838 6.33728
H: 5.58987 12.52235 7.54279
H: 8.44146 10.63961 6.05936
H: 10.56171 10.20238 5.63042
H: 11.27131 9.28152 7.03978
H: 11.90230 10.81404 6.63066
H: 11.53626 11.68097 10.45782
H: 10.31949 13.47790 10.81069
H: 9.33799 12.16010 11.47742
H: 8.57404 13.66265 10.93397
H: 7.30416 13.19030 9.30445

Output
Net charge: -2
<S²>: 2.005
Energy relative to the best compared isomer or geometry (same formula, charge and spin), kcal/mol: 0.00
Orbital gap (alpha / beta), eV: 6.89 / 6.83
Highest occupied orbital energy (alpha / beta), eV: -2.9 / -2.9
Spin multiplicity: 3

Atomic partial charges in e from the Löwdin method, atoms 1 to 2: atom 1 (Ni): 0.67, atom 2 (O): -0.01



Asked for total energy across the records above, the calculation gives -4381.1711 -2241.2031 -1686.6706 -2246.0097 -2590.0780 -3282.1175 a.u. in order.